[1]
ORCA calculation (wB97M-V/def2-TZVPD) on a 5-piece molecular cluster, C26H46ClNO8P overall.

## Properties
frontier orbital gap = 6.282 eV

Structure (ORCA input):
```
! wB97M-V def2-TZVPD RIJCOSX def2/J DEFGRID3
* xyz 1 1
C 0.939 -0.845 6.536
C -0.073 -0.841 5.867
C -1.533 -0.784 5.291
C -1.781 -1.927 4.222
C -3.314 -2.052 3.758
C -3.826 -0.805 2.932
C -5.338 -0.342 3.014
C -6.056 -0.160 4.414
Cl -4.931 0.044 5.825
C -7.132 -1.324 4.578
C -6.749 -2.460 5.614
C -5.158 0.948 2.062
C -4.443 2.220 2.661
C -4.984 3.583 2.090
O -6.013 3.647 1.458
O -4.285 4.771 2.348
C -4.401 0.144 0.887
N -3.679 -0.822 1.419
P -2.768 -1.920 0.330
O -3.519 -3.444 0.506
O -1.156 -2.052 0.793
H 1.737 -0.728 7.311
H -1.572 0.204 4.722
H -2.307 -0.713 6.102
H -1.451 -2.925 4.657
H -1.080 -1.729 3.358
H -3.368 -3.000 3.130
H -3.900 -2.263 4.692
H -3.057 -0.009 3.202
H -5.851 -1.066 2.319
H -6.650 0.807 4.338
H -8.099 -0.856 4.943
H -7.397 -1.835 3.602
H -5.790 -3.003 5.392
H -6.769 -2.105 6.687
H -7.573 -3.243 5.546
H -6.201 1.177 1.678
H -4.627 2.231 3.784
H -3.311 2.147 2.556
H -3.494 4.497 2.865
H -4.526 0.388 -0.207
H -2.837 -4.136 0.625
H -0.987 -2.997 1.024
C 2.916 0.407 -2.206
C 2.146 -0.109 -1.021
O 2.486 0.147 0.118
C 0.933 -0.958 -1.303
H 3.763 1.001 -1.857
H 3.295 -0.428 -2.796
H 2.276 1.040 -2.819
H 1.226 -1.854 -1.852
H 0.203 -0.384 -1.877
H 0.478 -1.259 -0.359
C 4.599 0.635 -6.839
C 3.990 1.409 -5.699
O 3.198 0.892 -4.935
C 4.403 2.848 -5.544
H 4.213 -0.385 -6.831
H 4.333 1.102 -7.790
H 5.684 0.600 -6.728
H 4.128 3.412 -6.437
H 5.481 2.910 -5.375
H 3.889 3.281 -4.685
C 2.636 -4.857 -4.060
C 2.337 -3.399 -4.295
O 1.229 -2.941 -4.091
C 3.464 -2.532 -4.793
H 1.735 -5.359 -3.704
H 2.953 -5.327 -4.993
H 3.417 -4.959 -3.303
H 3.816 -2.900 -5.759
H 4.280 -2.531 -4.067
H 3.105 -1.508 -4.918
C 6.884 5.485 -3.269
C 7.747 4.252 -3.340
O 7.900 3.648 -4.382
C 8.413 3.798 -2.067
H 6.470 5.694 -4.256
H 6.061 5.323 -2.570
H 7.484 6.341 -2.952
H 7.657 3.562 -1.316
H 9.080 4.579 -1.697
H 9.001 2.901 -2.266
*
```

Atom charges from the Mulliken analysis, given in e for atoms 1 to 4: atom 1 (C): 0.1517, atom 2 (C): -1.0142, atom 3 (C): 0.1303, atom 4 (C): -0.6955

[2]
ORCA calculation (wB97M-V/def2-TZVPD) on C26H46F9O26PS4 as an isolated structure.

## Properties
frontier orbital gap (spin up / spin down) = 10.079 / 2.591 eV

Structure (ORCA input):
```
! wB97M-V def2-TZVPD RIJCOSX def2/J DEFGRID3
* xyz 1 2
C 2.269 1.623 3.503
C 2.593 2.003 2.025
O 1.418 2.060 1.219
C 0.874 0.848 0.788
O 1.429 -0.264 0.632
C -0.560 1.155 0.209
F -0.659 2.454 0.020
F -0.802 0.531 -0.908
F -1.552 0.805 1.042
H 1.480 2.322 3.780
H 3.078 1.433 4.208
H 1.754 0.669 3.610
H 3.353 1.281 1.727
H 2.905 3.047 2.072
C 1.349 -1.443 -2.185
C 1.517 -2.130 -3.491
O 0.832 -3.291 -3.468
C 1.399 -4.431 -3.641
O 2.596 -4.583 -3.923
C 0.441 -5.594 -3.362
F 0.219 -6.380 -4.411
F 1.017 -6.352 -2.426
F -0.805 -5.450 -2.752
H 1.802 -0.457 -2.082
H 1.752 -2.122 -1.434
H 0.306 -1.252 -1.936
H 2.596 -2.210 -3.621
H 1.113 -1.450 -4.241
C 4.440 3.847 -0.206
C 4.428 4.305 -1.715
O 5.596 4.199 -2.452
C 6.672 4.895 -2.098
O 6.736 5.626 -1.098
C 7.824 4.775 -3.143
F 8.040 5.936 -3.692
F 9.009 4.460 -2.569
F 7.536 3.985 -4.154
H 5.305 4.057 0.424
H 4.278 2.769 -0.189
H 3.595 4.394 0.213
H 4.124 5.352 -1.694
H 3.590 3.950 -2.315
C -5.025 4.459 1.438
C -3.555 4.295 1.688
O -2.929 4.339 0.475
S -3.911 5.167 -0.648
O -4.484 4.208 -1.606
O -3.249 6.445 -1.044
O -5.051 5.439 0.511
H -5.483 4.890 2.328
H -5.642 3.633 1.085
H -3.378 3.254 1.955
H -3.165 4.939 2.475
C 3.331 -2.823 2.432
C 3.122 -2.205 3.840
O 4.038 -1.189 4.198
S 5.236 -1.202 3.161
O 6.398 -1.461 3.991
O 5.238 -0.017 2.299
O 4.689 -2.531 2.425
H 2.768 -2.334 1.637
H 3.016 -3.853 2.263
H 3.068 -2.983 4.601
H 2.150 -1.728 3.966
C -0.508 -2.625 8.030
C 0.778 -3.073 7.222
O 1.126 -1.901 6.467
S -0.295 -1.131 5.902
O -0.925 -1.818 4.779
O -0.028 0.307 5.778
O -1.154 -1.641 7.280
H -0.401 -2.352 9.080
H -1.212 -3.438 8.211
H 0.739 -3.762 6.378
H 1.632 -3.215 7.883
C 0.305 2.666 -6.961
C 1.502 1.918 -6.400
O 1.131 1.551 -5.075
S -0.402 0.952 -5.152
O -1.062 1.086 -3.835
O -0.397 -0.312 -5.921
O -0.851 2.206 -6.172
H 0.177 2.509 -8.032
H 0.550 3.720 -6.829
H 2.360 2.590 -6.390
H 1.767 1.099 -7.070
C -4.863 -3.804 -3.429
C -3.672 -3.219 -2.638
O -4.176 -2.153 -1.723
P -3.448 -1.912 -0.201
O -2.015 -2.170 -0.178
O -3.904 -0.373 0.211
C -5.329 -0.055 0.074
C -5.665 0.683 -1.167
O -4.334 -2.866 0.808
C -3.834 -3.043 2.166
C -4.446 -4.324 2.827
H -5.453 -4.398 -2.731
H -5.429 -2.974 -3.852
H -4.576 -4.347 -4.330
H -3.387 -4.043 -1.984
H -2.867 -2.935 -3.316
H -5.886 -0.980 0.222
H -5.652 0.574 0.904
H -4.894 1.408 -1.429
H -5.760 -0.102 -1.917
H -6.700 0.994 -1.025
H -2.752 -3.142 2.075
H -4.083 -2.201 2.811
H -3.704 -5.036 3.191
H -5.121 -4.112 3.656
H -4.949 -4.916 2.063
*
```

Atom charges from the Mulliken analysis, given in e for atoms 1 to 4: atom 1 (C): -1.2083, atom 2 (C): -0.1356, atom 3 (O): -0.0836, atom 4 (C): 0.2072

[3]
ORCA calculation (wB97M-V/def2-TZVPD) on C26H46IrNO4S5Si2 as an isolated structure.

## Properties
frontier orbital gap (spin up / spin down) = 5.822 / 5.561 eV

Structure (ORCA input):
```
! wB97M-V def2-TZVPD RIJCOSX def2/J DEFGRID3
* xyz -1 2
Ir 0.141 1.688 0.037
S 0.541 4.588 2.314
S 1.676 3.703 3.611
S 3.013 2.295 2.518
S 2.588 2.308 0.589
C 1.137 4.710 -1.326
C -0.335 4.474 -1.349
C -1.190 5.228 -2.147
C -2.555 5.118 -2.013
C -3.066 4.300 -0.989
C -4.438 4.244 -0.668
C -4.883 3.475 0.380
C -3.979 2.752 1.158
C -2.623 2.786 0.870
S -1.503 1.953 1.909
C -2.143 3.531 -0.232
N -0.796 3.550 -0.493
H 1.456 5.380 -2.123
H 1.655 3.756 -1.395
H 1.401 5.147 -0.362
H -0.769 5.933 -2.850
H -3.227 5.706 -2.623
H -5.134 4.826 -1.259
H -5.939 3.431 0.613
H -4.312 2.152 1.993
C 0.492 2.544 -4.314
Si 1.424 1.252 -3.266
C 3.149 1.959 -2.879
C 1.801 -0.248 -4.393
C 0.326 0.706 -1.850
H 0.976 2.729 -5.273
H 0.428 3.492 -3.782
H -0.528 2.215 -4.513
H 3.773 1.951 -3.774
H 3.649 1.365 -2.113
H 3.107 2.984 -2.518
H 2.301 0.059 -5.311
H 0.896 -0.786 -4.673
H 2.458 -0.952 -3.882
H 0.605 -0.301 -1.541
H -0.714 0.668 -2.192
C -3.138 -1.286 1.420
C -2.529 -2.687 1.487
C -3.503 -3.696 0.868
C -2.282 -3.069 2.950
O -1.329 -2.748 0.741
Si 0.064 -1.874 0.873
O -0.002 -0.307 0.750
O 0.976 -2.404 -0.387
C 1.481 -3.667 -0.757
C 1.367 -4.692 0.372
C 0.703 -4.158 -1.981
C 2.953 -3.460 -1.132
O 0.695 -2.347 2.330
C 1.639 -1.652 3.128
C 2.085 -2.630 4.219
C 2.845 -1.224 2.290
C 0.979 -0.429 3.769
H -4.108 -1.267 1.918
H -3.263 -0.985 0.380
H -2.470 -0.574 1.898
H -4.450 -3.670 1.407
H -3.091 -4.703 0.931
H -3.684 -3.455 -0.178
H -3.190 -2.930 3.538
H -1.486 -2.447 3.350
H -1.966 -4.111 3.012
H 0.317 -4.823 0.630
H 1.885 -4.324 1.255
H 1.795 -5.648 0.068
H -0.345 -4.285 -1.714
H 1.106 -5.107 -2.338
H 0.769 -3.417 -2.777
H 3.492 -3.053 -0.278
H 3.021 -2.741 -1.948
H 3.415 -4.400 -1.435
H 2.505 -3.528 3.767
H 1.232 -2.926 4.829
H 2.834 -2.165 4.860
H 3.360 -2.111 1.917
H 3.539 -0.628 2.882
H 2.499 -0.641 1.438
H 0.143 -0.744 4.395
H 0.592 0.213 2.982
H 1.692 0.128 4.376
*
```

Atom charges from the Mulliken analysis, given in e for atoms 1 to 4: atom 1 (Ir): 0.7697, atom 2 (S): -0.0708, atom 3 (S): -0.0401, atom 4 (S): -0.0904

| no. | M (g/mol) |
| --- | --- |
| 1 | 567.08 |
| 2 | 1104.85 |
| 3 | 845.38 |